# 1
ORCA calculation (ωB97M-V/def2-TZVPD) on a molecular structure, C30H35FN5O7Se4SiW at a distorted geometry.

## Properties
ΔE to the lowest compared entry with this formula, charge and spin = 24.3 kcal/mol
net charge = +1
LUMO energy = -0.12260 Ha
orbital gap = 5.50 eV

Element x y z (Å)
C -0.84 3.76 0.58
H 7.28 0.15 -0.91
C -7.04 0.51 -0.94
H -2.39 -2.40 4.34
C 0.65 -2.88 -1.89
C -5.28 -1.29 -2.06
C -2.28 -1.53 4.98
C -5.15 -0.58 4.10
O -3.79 -4.26 0.55
N 7.13 2.68 -0.07
H -7.70 1.22 -0.47
H 5.99 -0.51 0.09
H -3.53 2.27 4.78
C 6.62 1.46 0.65
C -1.76 -2.54 -1.64
H -2.20 1.57 5.73
N -1.52 2.72 0.08
H 7.98 2.43 -0.59
N 5.37 0.84 -1.37
O -2.02 -2.21 0.99
C 3.95 -4.01 -1.27
H -5.73 0.33 3.95
C -0.39 4.81 -0.19
H -3.88 1.33 6.23
C 2.94 -3.54 -2.28
H 3.25 -3.44 -3.31
F 3.37 2.51 -0.28
H 4.89 2.44 -2.63
C -7.48 -0.38 -1.90
Se -2.75 1.22 -1.90
C 4.02 0.43 -1.21
O -3.55 -3.14 3.03
H 4.42 -1.48 -2.04
C 2.34 -1.29 -1.45
C 6.10 3.21 -1.04
C 3.02 1.27 -0.68
H -1.58 3.67 -3.14
C -1.78 2.70 -1.22
C -5.69 0.46 -0.60
H -6.92 -2.01 -3.20
Se -4.70 1.39 0.67
H -2.57 -1.81 5.99
H 5.26 3.54 -0.44
C -0.65 4.78 -1.55
C -0.01 -0.85 -0.83
C -6.59 -1.29 -2.47
H 3.88 -3.59 -0.27
Si -3.36 -0.16 4.36
C 6.34 0.40 -0.40
H 3.08 -5.74 -2.36
H -4.55 -2.00 -2.43
H -1.23 -1.22 4.99
C 2.85 -4.92 -1.70
C -3.22 1.40 5.37
H -0.68 3.73 1.66
H 2.05 -5.11 -0.99
W -2.84 -0.38 0.24
O -4.29 -1.59 0.89
C 1.37 -0.43 -0.94
N -4.85 -0.42 -1.14
C 3.66 -0.84 -1.60
H 6.54 4.06 -1.56
O -0.80 -0.07 -0.22
H -0.32 5.59 -2.19
H 4.96 -4.20 -1.62
H 0.40 -3.85 -2.30
H 5.71 1.76 1.17
H 7.38 1.16 1.37
H 6.57 1.92 -2.68
H -5.30 -1.24 3.25
C 5.72 2.09 -2.01
C -0.35 -2.07 -1.44
H 0.97 1.53 -0.15
O -1.97 -3.64 -2.07
Se -3.46 -3.00 1.44
H -5.52 -1.09 4.99
H 0.15 5.63 0.27
C -1.35 3.72 -2.08
H -8.52 -0.37 -2.21
O -2.66 -1.64 -1.37
C 1.72 0.87 -0.55
H 7.40 3.41 0.59
Se -2.26 0.57 2.39
N 1.96 -2.56 -1.86

# 2
ORCA calculation (ωB97M-V/def2-TZVPD) on a gas-phase ion, C2H6NO (charge -1).

## Properties
ΔE to the lowest compared entry with this formula, charge and spin = 2.9 kcal/mol
net charge = -1
LUMO energy = 0.17902 Ha
SMILES = NCC[O-]
orbital gap = 7.02 eV

Element x y z (Å)
H 0.69 -1.11 0.92
H -1.38 -1.07 -0.35
O 0.97 1.69 1.11
H -0.89 0.78 1.11
H -0.57 -0.64 -1.65
N -0.47 -1.18 -0.80
H -0.35 1.40 -0.46
C 0.05 0.95 0.50
C 0.49 -0.46 0.07
H 1.46 -0.36 -0.45

# 3
ORCA calculation (ωB97M-V/def2-TZVPD) on a molecular structure, C11H17BBr2CaCl7F2KO13P at a distorted geometry.

## Properties
net charge = -3
LUMO energy = 0.06638 Ha
orbital gap = 1.78 eV

Element x y z (Å)
H 9.17 3.21 -5.25
O 0.62 0.61 -0.97
O 1.97 -2.96 6.77
Cl -0.28 -0.57 -2.78
H -8.10 -0.99 1.06
C 1.29 1.67 -0.45
C 4.53 0.90 -0.34
C 0.97 -4.29 -1.52
Ca 4.02 5.44 -4.44
C -6.32 -1.17 2.33
H -4.96 -3.74 1.10
Br 3.99 1.43 -3.14
H 5.26 1.16 0.45
C -7.02 -1.16 0.98
Cl -2.49 5.30 1.02
H -4.51 -2.25 0.25
C 1.14 -2.80 -1.40
O 1.28 1.88 0.72
Cl -1.50 5.75 -1.68
H -7.30 -3.29 0.87
O 1.96 -2.14 -1.96
C -5.23 -2.70 0.94
O 0.62 -1.81 8.51
H 7.63 3.27 -4.75
O 1.88 2.48 -1.40
F -1.92 -3.29 -0.44
O -0.47 -2.51 6.40
C 4.31 2.08 -1.32
H 3.08 3.29 0.09
H 1.25 0.01 -1.42
H -6.02 -0.17 2.65
O -5.15 -1.98 2.18
H 8.04 3.84 -6.23
O 0.26 -4.25 8.02
Cl -0.79 3.33 -0.25
Cl 6.94 2.22 -2.66
Cl -5.96 2.47 -0.70
K 0.31 -2.01 2.64
H -6.95 -1.62 3.10
O 0.22 -2.33 -0.56
B -0.59 -3.47 -0.09
H 4.98 0.09 -0.93
H 3.61 0.51 0.12
C -6.65 -2.53 0.43
F -0.48 -3.61 1.34
C 3.10 2.98 -0.97
H -6.60 -0.37 0.34
Cl -3.55 3.74 -1.17
H -6.73 -2.60 -0.66
Br 3.44 4.63 -2.09
P 0.59 -2.88 7.43
H 5.23 2.68 -1.34
C -2.09 4.51 -0.53
O 1.64 -5.03 -2.20
O 8.34 3.72 -5.30
O -0.04 -4.68 -0.76

# 4
ORCA calculation (ωB97M-V/def2-TZVPD) on 2 unconnected molecules or ions with the total composition C5H12NO2 at a distorted geometry.

## Properties
ΔE to the lowest compared entry with this formula, charge and spin = 73.3 kcal/mol
net charge = -1
LUMO energy = 0.13735 Ha
orbital gap = 6.48 eV

Element x y z (Å)
C 0.06 -0.84 -1.87
H 1.27 -0.98 2.19
C -0.05 -0.28 0.57
H 0.68 1.35 1.48
H -0.21 -1.91 2.01
H 0.36 -2.28 -0.18
H -1.15 2.99 -1.24
H 1.64 -1.10 -0.40
O -0.18 3.02 -1.21
C 0.55 -1.24 -0.47
C -0.75 -1.60 -2.64
H 1.29 1.19 -0.04
H -0.82 -2.61 -2.22
H -1.16 -0.27 0.45
O -0.32 -0.04 2.99
N 0.46 1.06 0.52
H 0.04 2.41 -0.44
H 0.20 0.20 -2.12
C 0.16 -0.87 2.08
H -1.20 -1.33 -3.57

What is the formula in the second record?
C2H6NO

Which value of net charge does entry 3 give?
-3